DFT (the ωB97M-V functional and the def2-TZVPD basis) results for the molecule C20H24N4O2S at a distorted geometry.

The geometry in XYZ format:
```
51
Properties=species:S:1:pos:R:3:forces:R:3:lowdin_charge:R:1
C -2.779106 -4.147005 0.164874 0.021 0.037 0.030 -0.0472
C -3.004671 -3.097402 -0.878734 0.014 0.013 -0.087 -0.2669
C -2.166514 -2.996746 -1.983468 -0.091 0.038 0.049 -0.0223
C -2.358878 -2.003980 -2.928729 0.039 -0.052 -0.130 -0.0521
C -3.398602 -1.112211 -2.765244 -0.041 0.385 -0.549 -0.2846
S -3.558094 0.284619 -3.869442 -0.220 0.163 0.330 0.6633
O -2.781834 0.058671 -5.049158 0.251 -0.154 0.237 -0.2815
O -4.932229 0.665056 -4.009537 -0.035 0.004 0.297 -0.2904
N -2.845768 1.511501 -2.956171 -0.688 -0.258 -0.693 -0.0567
C -1.668147 1.181328 -2.266514 0.731 -0.071 0.303 -0.3223
C -0.590641 0.687394 -3.016778 0.113 0.133 0.045 -0.0441
C 0.589028 0.305653 -2.415601 0.127 -0.063 0.023 0.0033
C 0.675621 0.437240 -1.038294 -0.653 0.239 0.062 -0.1632
C -0.401353 0.944381 -0.273863 0.550 -0.284 -0.520 -0.2185
C -1.589659 1.315252 -0.891108 0.048 -0.018 -0.204 0.0515
N -0.045821 0.961684 1.048758 -0.117 0.144 0.602 0.1694
C 1.172383 0.494258 1.094356 -0.166 -0.010 0.025 -0.2994
C 1.947704 0.327751 2.355501 0.141 -0.008 0.117 -0.1127
N 3.220213 1.040502 2.281587 -0.048 -0.147 -0.085 -0.1921
C 3.044363 2.484649 2.193785 0.043 0.246 -0.072 -0.1742
C 2.889403 3.005587 3.637637 -0.062 0.009 -0.086 -0.1589
C 3.537900 1.913381 4.503295 0.013 -0.106 0.004 -0.1652
C 4.031602 0.873010 3.478041 0.185 -0.033 0.124 -0.1869
N 1.670927 0.162934 -0.132985 -0.162 0.189 0.161 -0.0165
C 2.970553 -0.367594 -0.432620 0.337 -0.352 -0.120 -0.0083
C -4.249730 -1.195710 -1.680806 -0.161 -0.004 0.096 -0.0520
C -4.054263 -2.192384 -0.743088 0.046 0.074 -0.107 -0.0276
H -3.723573 -4.579232 0.487695 -0.033 -0.075 0.050 0.0807
H -2.300874 -3.701197 1.037150 0.035 -0.039 0.087 0.0870
H -2.136630 -4.939519 -0.209437 0.033 -0.082 0.020 0.0757
H -1.354269 -3.698618 -2.102958 0.076 -0.079 -0.016 0.1136
H -1.722920 -1.911778 -3.793977 0.122 -0.040 -0.071 0.1136
H -3.545637 1.959619 -2.383016 -0.178 0.012 -0.016 0.1127
H -0.717736 0.607981 -4.083715 0.101 0.016 -0.111 0.1045
H 1.409838 -0.078591 -3.001702 0.073 -0.043 -0.098 0.1094
H -2.416071 1.697023 -0.312387 -0.148 0.012 0.102 0.1208
H 1.305151 0.666422 3.179611 -0.042 -0.096 -0.063 0.1304
H 2.171314 -0.735034 2.502899 -0.038 0.065 0.069 0.1322
H 3.949149 2.896849 1.737815 -0.075 0.069 -0.010 0.1191
H 2.191234 2.729932 1.563061 0.047 0.053 -0.068 0.1160
H 1.835525 3.127488 3.884506 0.001 0.062 0.037 0.1026
H 3.378201 3.970075 3.759091 -0.056 0.059 0.015 0.1020
H 2.809583 1.465743 5.179205 0.020 0.033 0.058 0.0997
H 4.362186 2.295568 5.102039 -0.009 -0.022 0.081 0.1010
H 5.067734 1.086485 3.198826 0.003 -0.058 0.096 0.1170
H 3.976817 -0.150445 3.848001 0.054 -0.033 -0.042 0.1150
H 3.334174 0.068568 -1.363061 0.027 -0.001 0.023 0.0940
H 2.928228 -1.454600 -0.546733 0.035 0.036 -0.046 0.0971
H 3.649221 -0.107724 0.378559 -0.040 -0.015 -0.125 0.0797
H -5.059791 -0.488273 -1.594778 -0.133 0.059 0.095 0.1160
H -4.715240 -2.268561 0.107610 -0.089 -0.005 0.078 0.1164
```
Forces are in eV/Å.

Properties
ΔE to the lowest compared entry with this formula, charge and spin = 106.7 kJ/mol
structure (SMILES) = Cc1ccc(S(=O)(=O)Nc2ccc3c(c2)nc(CN2CCCC2)n3C)cc1
total energy = -1544.223689 Ha
gap between HOMO and LUMO = 8.699 eV